No. 1
This record from the OMol25 dataset describes 8 unconnected molecules or ions with the total composition C28H56O12. The level of theory is ωB97M-V with the def2-TZVPD basis set.

The geometry in XYZ format:
```
96
Properties=species:S:1:pos:R:3:forces:R:3:mulliken_charge:R:1
C -1.717918 2.485633 5.556818 2.14 0.95 0.30 -1.21
C -0.789736 1.410954 4.952954 -0.76 1.24 2.15 0.06
O -1.490183 0.160888 5.180222 1.26 0.15 -0.61 -0.33
C -1.121385 -0.870059 4.379156 -1.10 0.76 0.46 0.68
C -2.114934 -1.978528 4.620232 1.14 -1.90 -1.76 -0.96
O -0.224247 -0.795611 3.586316 0.12 -0.48 -0.01 -0.51
H -1.076171 3.418991 5.453514 -1.03 -0.74 0.37 0.34
H -1.941609 2.317519 6.633995 0.21 0.00 -0.79 0.35
H -2.604779 2.658203 4.991282 -0.67 -0.09 -0.39 0.29
H -0.616717 1.632171 3.920214 0.00 -0.33 -0.66 0.15
H 0.177200 1.552348 5.512851 -0.73 -1.07 -0.55 0.22
H -2.269823 -2.544181 3.654644 -0.09 0.97 0.70 0.21
H -3.047373 -1.582153 4.994688 0.02 -0.27 0.38 0.36
H -1.619383 -2.796852 5.188217 -0.57 0.81 0.39 0.27
C -1.209458 -1.831962 -5.224489 -0.22 0.55 1.01 -1.29
C -1.303118 -1.293356 -3.780864 -1.67 0.31 -0.10 0.05
O -0.072379 -1.534498 -3.084798 -0.19 -0.20 -0.55 -0.37
C -0.000179 -1.199253 -1.788195 1.76 0.11 -0.31 0.72
C 1.439766 -1.352900 -1.293387 -2.60 -0.31 1.63 -0.54
O -0.910050 -0.818040 -1.115078 -0.92 0.12 0.22 -0.56
H -2.161950 -1.895953 -5.758417 -0.14 0.62 0.39 0.35
H -0.922827 -2.868352 -5.180072 0.84 -0.30 -0.11 0.33
H -0.545328 -1.163756 -5.752389 0.41 -0.39 -0.54 0.34
H -1.520567 -0.191901 -3.736566 0.13 -1.02 -0.13 0.23
H -2.150655 -1.815888 -3.285886 0.61 0.40 0.08 0.22
H 2.128972 -1.025729 -1.979801 1.52 0.88 -1.70 0.57
H 1.588365 -2.408860 -1.126154 0.25 -0.33 0.29 -0.03
H 1.495081 -0.778012 -0.364269 0.20 -0.27 -0.12 0.07
C -0.583220 -5.060943 1.172060 0.62 -0.15 3.00 -0.58
C -0.729702 -4.659014 -0.234526 0.57 1.71 -1.99 0.29
O -0.045775 -5.612671 -1.109674 1.14 -0.07 0.16 -0.38
C 1.328968 -5.561657 -1.117734 -0.18 0.56 0.23 0.75
C 2.002525 -6.833786 -1.708149 -1.02 0.46 1.85 -1.07
O 1.958207 -4.621363 -0.649597 -0.80 -1.48 -0.68 -0.57
H -1.054664 -6.065544 1.458231 0.87 1.30 -0.62 0.29
H -1.086587 -4.286468 1.826242 0.42 -0.76 -0.69 -0.05
H 0.543913 -4.992223 1.492109 -2.12 -0.47 -0.64 0.19
H -1.760140 -4.596891 -0.650078 0.66 -0.28 0.54 0.34
H -0.266065 -3.616796 -0.378053 -0.64 -1.55 0.13 -0.21
H 2.809436 -6.499673 -2.317927 0.72 0.12 -0.34 0.33
H 1.322527 -7.475161 -2.289128 0.20 0.28 0.50 0.31
H 2.404416 -7.342905 -0.770012 -0.44 0.33 -1.43 0.27
C -7.791392 -0.746899 -4.754383 -1.82 1.74 -0.10 -1.10
C -6.405096 -0.352710 -4.371779 0.28 0.39 0.51 -0.09
O -6.453085 1.121963 -4.049792 0.28 -0.91 -1.03 -0.35
C -5.214262 1.557274 -3.755183 -0.27 0.04 0.82 0.77
C -5.025228 3.039329 -3.504357 -0.62 -0.20 0.10 -0.88
O -4.343712 0.752560 -3.610677 1.66 -0.20 -0.02 -0.55
H -8.076957 -0.024521 -5.604977 0.13 -1.44 1.00 0.25
H -8.526027 -0.518980 -3.915892 0.90 -0.41 -0.96 0.27
H -7.900563 -1.801275 -5.043757 0.20 0.44 -0.03 0.37
H -5.987180 -0.844235 -3.491446 -0.35 -0.02 -0.02 0.29
H -5.703750 -0.599776 -5.187057 -0.16 0.73 0.25 0.26
H -4.583740 3.233920 -2.515051 -0.44 -0.34 -0.23 0.18
H -5.966719 3.556168 -3.649817 -0.09 0.21 0.24 0.31
H -4.315979 3.449872 -4.199075 0.35 -0.04 -0.54 0.29
C 2.984430 -0.198892 3.046735 -1.43 1.00 -1.19 -0.24
C 4.043054 -1.117783 2.616669 1.75 -1.17 -1.00 0.63
C 3.601165 -2.518869 2.177538 1.98 -0.71 0.85 -0.78
O 5.222279 -0.791640 2.583022 -0.91 -0.21 0.12 -0.59
H 2.004272 -0.705999 2.979925 0.41 0.53 0.23 -0.05
H 2.964788 0.706226 2.341071 0.09 -1.16 1.12 0.03
H 3.192669 0.109469 4.059466 -0.07 0.35 0.31 0.42
H 3.049712 -3.031596 2.963260 -0.01 0.07 0.23 0.34
H 4.434885 -3.178658 1.829692 -0.26 0.77 0.74 0.34
H 2.978683 -2.533722 1.344028 -1.51 0.58 -1.48 0.01
C 1.565144 4.554163 -2.298549 1.17 -0.71 0.90 -1.07
C 2.384994 3.302092 -1.925434 -0.42 0.90 0.38 0.71
C 3.777560 3.395236 -1.358658 0.17 -0.13 -0.05 -0.96
O 1.839153 2.234282 -1.963973 -0.44 -0.96 -0.32 -0.48
H 0.800547 4.323621 -3.013530 -0.21 -0.04 -0.41 0.31
H 2.148988 5.434352 -2.496033 0.36 0.25 -0.60 0.39
H 1.112446 4.781996 -1.348768 -0.62 0.14 0.51 0.27
H 4.099290 4.384938 -1.045802 -0.19 -0.01 0.21 0.37
H 4.425435 3.121412 -2.188653 0.28 -0.14 -0.10 0.32
H 3.919841 2.638555 -0.558071 -0.16 0.60 -0.52 0.15
C -1.230429 2.279147 0.389322 1.19 -1.06 3.01 -0.89
C -2.305244 2.499153 1.459383 -0.98 -0.34 -2.34 0.90
C -3.615764 1.782457 1.128533 1.34 0.14 0.30 -1.23
O -2.186866 3.242523 2.391980 0.38 0.18 0.70 -0.60
H -0.904161 1.192999 0.483933 -0.15 1.19 0.01 0.07
H -0.421440 2.950356 0.729099 -0.03 -0.37 -0.85 0.27
H -1.529452 2.342679 -0.621323 -0.54 0.55 -1.02 0.48
H -4.260120 2.456140 0.599997 -0.09 0.38 -0.93 0.32
H -4.161517 1.635464 2.024308 -0.40 -0.76 1.03 0.38
H -3.344739 0.885127 0.568243 -0.64 0.01 0.04 0.30
C 7.874550 3.894002 1.602709 -0.15 0.21 0.48 -1.12
C 6.386805 3.729435 1.708519 -0.94 1.33 -0.57 0.76
C 5.830040 2.780951 2.756095 -1.40 2.97 0.34 -0.96
O 5.670473 4.404359 0.966387 0.61 -1.10 1.08 -0.55
H 8.101260 4.867658 1.136797 0.08 -0.64 0.21 0.33
H 8.210777 3.056271 1.025288 0.40 -0.35 -0.82 0.30
H 8.374412 3.729309 2.557620 -0.05 0.40 0.14 0.34
H 4.749451 2.687934 2.586859 0.40 -0.42 -0.10 0.18
H 5.901635 3.292569 3.757727 0.26 -0.46 -0.86 0.32
H 6.362245 1.893819 2.779307 0.79 -1.95 0.13 0.40
```
Forces are in eV/Å.

Properties
- SMILES string: CCOC(C)=O.CCOC(C)=O.CCOC(C)=O.CCOC(C)=O.CC(C)=O.CC(C)=O.CC(C)=O.CC(C)=O
- Highest occupied orbital energy: -9.255 eV
- Largest force on an atom: 3.41 eV/A

=====

No. 2
This record from the OMol25 dataset describes 7 unconnected molecules or ions with the total composition C28H56O14. The level of theory is ωB97M-V with the def2-TZVPD basis set.

The geometry in XYZ format:
```
98
Properties=species:S:1:pos:R:3:forces:R:3:mulliken_charge:R:1
C 1.913478 2.213430 -2.138890 -1.09 3.54 2.62 -1.03
C 1.326244 3.578290 -2.705599 -1.75 -5.69 -0.52 -0.55
O 1.721930 3.728494 -4.033607 1.88 1.14 1.04 -0.35
C 1.266358 2.965115 -4.978303 -3.17 0.26 -1.34 0.78
C 1.950293 3.330460 -6.240485 1.56 -2.85 -1.27 -1.09
O 0.217414 2.304849 -4.965341 2.22 0.52 0.83 -0.54
H 1.611794 2.090745 -1.040358 -0.03 -0.30 -1.81 -0.19
H 2.915391 2.434134 -2.099360 2.87 0.38 0.38 0.65
H 1.885560 1.417503 -2.788236 -1.12 -2.02 -1.23 0.63
H 0.274344 3.381613 -2.729837 -1.00 0.60 0.26 0.34
H 1.584221 4.359775 -2.114505 0.91 2.52 1.33 0.48
H 3.062324 2.857050 -6.244066 -2.68 1.01 -0.28 0.22
H 2.042148 4.392923 -6.383830 -0.04 0.32 0.10 0.29
H 1.232059 2.854798 -6.965149 1.45 0.58 -0.03 0.34
C 1.363826 -1.576981 5.121708 -1.81 1.21 -1.61 -1.12
C 2.754416 -0.796492 4.857674 -1.16 -5.99 7.21 1.26
O 2.927823 0.260082 5.815990 0.55 0.54 -0.16 -0.32
C 3.947338 1.148213 5.606055 2.51 -2.01 -3.91 0.84
C 3.895377 2.375170 6.400914 -15.19 -5.09 -10.17 -1.42
O 4.810752 0.994106 4.694181 -2.79 0.04 2.78 -0.61
H 1.508265 -1.807436 6.127401 -0.41 -0.40 2.00 0.51
H 1.166343 -2.600149 4.637865 1.05 1.77 0.09 0.20
H 0.248647 -1.010796 5.020691 3.42 -0.97 0.16 0.20
H 3.588493 -1.665005 4.946830 -1.67 1.86 0.60 0.12
H 2.976365 -0.540594 3.994250 1.19 3.20 -8.17 -0.82
H 4.399511 2.452612 7.058283 11.95 1.11 15.02 0.58
H 2.802547 2.331833 6.824580 1.89 0.77 -0.71 0.29
H 4.041321 3.124659 5.789554 0.42 3.94 -3.21 0.39
C -0.645027 -5.089115 -2.840518 9.94 2.70 10.46 -1.58
C -1.493277 -4.963463 -1.549458 0.66 1.21 -0.31 0.17
O -0.618282 -4.779834 -0.408505 1.90 0.41 -1.21 -0.17
C -1.057046 -4.946633 0.809931 -1.53 -1.89 0.69 0.86
C -0.068327 -4.864446 1.898785 1.89 -0.09 -1.59 -1.16
O -2.204116 -5.252244 1.025231 -0.93 0.21 0.23 -0.60
H -1.146233 -5.255553 -3.543421 -7.89 -3.35 -10.43 0.86
H 0.174840 -5.913443 -2.664918 -1.49 1.59 -0.67 0.22
H -0.117154 -4.070104 -3.240349 -0.99 -2.17 1.87 0.16
H -1.935178 -3.988881 -1.707831 -0.95 0.04 0.37 -0.12
H -2.225830 -5.737590 -1.263906 0.38 0.24 -0.69 0.50
H 0.113265 -3.866031 2.082772 1.00 2.63 -0.23 0.07
H 0.897250 -5.348998 1.788733 0.07 0.07 -0.85 0.31
H -0.304342 -5.101698 2.858388 -2.07 -1.57 2.37 0.57
C 4.992172 0.366638 0.376742 0.20 -1.86 6.61 -2.04
C 4.122320 -0.487729 1.287677 4.14 -4.26 0.76 0.62
O 3.582038 -1.569456 0.473555 -0.61 -0.33 -0.99 -0.30
C 2.849062 -2.589477 0.978769 0.08 -0.24 1.87 0.86
C 2.600567 -3.688330 -0.080419 1.89 3.07 1.86 -1.18
O 2.462082 -2.619285 2.149857 0.60 0.15 -1.95 -0.54
H 5.353656 1.263083 0.788260 0.78 0.89 1.87 0.53
H 4.478174 0.791755 -0.279687 -4.53 2.48 -6.65 0.47
H 5.772901 -0.189637 0.131600 3.31 -2.20 -1.94 0.48
H 4.837503 -1.203499 2.058450 -2.01 2.80 -1.49 0.20
H 3.368308 0.019546 1.744418 -2.05 1.25 1.63 -0.07
H 3.310028 -3.526399 -0.829830 0.82 -0.09 -1.40 0.45
H 1.649499 -3.541331 -0.381160 -3.22 0.87 -1.67 0.11
H 2.546253 -4.648614 0.260899 0.60 -2.43 1.44 0.44
C 0.155097 0.396182 1.317558 -0.29 1.50 -0.59 -0.36
C 0.010578 -0.579333 0.081354 5.78 6.05 -1.32 -1.42
O -0.471089 0.195032 -1.043048 -1.91 0.68 -0.56 0.62
C -0.842904 -0.482808 -2.191205 0.51 1.23 1.75 0.63
C -1.715259 0.332034 -3.147114 -1.72 0.00 2.35 -0.60
O -0.388258 -1.572645 -2.379577 -0.42 -0.88 -0.66 -0.52
H -0.779930 1.136780 1.253139 2.39 -1.40 0.24 0.01
H 1.147511 0.881325 1.061407 -1.43 0.34 0.91 -0.10
H 0.212246 0.025093 2.419098 -0.13 -0.11 -2.28 0.12
H 1.019760 -0.825512 -0.314450 -0.71 -1.12 1.06 0.43
H -0.633841 -1.203574 0.369079 -4.75 -5.97 1.32 0.98
H -1.629972 -0.196238 -4.059223 -0.56 -0.32 -1.08 0.46
H -1.290934 1.299112 -3.252247 0.61 0.89 -0.22 -0.03
H -2.832390 0.572525 -2.762064 2.58 -1.17 -0.78 -0.26
C -7.625925 -0.428784 -1.861611 -0.35 -1.44 -2.94 -1.14
C -6.414111 0.076908 -1.156401 3.45 -0.26 -1.96 0.05
O -5.652612 -1.176629 -0.709078 -2.62 1.43 -0.22 -0.32
C -4.450828 -1.095304 -0.185115 0.55 -1.74 -1.98 0.44
C -3.825714 -2.448511 -0.038252 -4.37 1.03 4.15 -0.31
O -3.806597 -0.119528 -0.000715 0.55 2.48 0.56 -0.52
H -8.307388 -0.949375 -1.228051 -1.00 0.41 0.78 0.36
H -7.351299 -1.365464 -2.534724 0.03 2.14 0.99 0.25
H -8.108372 0.338850 -2.597671 0.75 -1.29 1.75 0.31
H -5.702718 0.463628 -2.043829 -1.41 -0.19 2.35 0.08
H -6.522538 0.820945 -0.330617 0.08 -0.81 -0.71 0.32
H -2.900479 -2.455772 -0.410451 3.43 -0.48 -1.44 -0.41
H -4.519749 -3.250249 -0.108632 -0.17 -0.87 -1.33 0.53
H -3.843230 -2.420825 1.069756 1.17 -0.33 -0.03 0.31
C -3.098955 3.397202 -1.173647 4.56 11.59 4.63 -1.70
C -2.040259 3.244297 -0.103904 -0.04 -2.88 0.43 0.88
O -1.221162 4.474246 -0.006213 -0.57 -1.19 -0.25 -0.35
C -0.060861 4.476991 0.679361 -0.63 2.52 2.00 0.73
C 0.377744 5.905613 1.101148 4.49 -1.56 -3.61 -1.18
O 0.575440 3.595858 1.170530 -0.27 -1.65 -0.90 -0.48
H -3.823715 4.116644 -0.626581 0.53 -0.87 -1.35 0.34
H -3.617104 2.769488 -1.603178 -4.41 -7.29 -3.77 0.51
H -2.578621 4.090693 -1.912618 -0.89 -0.96 0.31 0.29
H -2.634361 3.065337 0.890053 1.91 0.14 -1.50 0.38
H -1.448707 2.341937 -0.490738 -0.12 1.29 1.50 -0.45
H -0.257752 6.654347 1.335729 -2.70 1.99 0.29 0.42
H 1.102158 6.312883 0.199539 -1.83 -0.82 2.08 0.19
H 1.067419 5.788963 1.930727 0.01 -0.24 0.04 0.33
```
Forces are in eV/Å.

Properties
- SMILES string: CCOC(C)=O.CCOC(C)=O.CCOC(C)=O.CCOC(C)=O.CCOC(C)=O.CCOC(C)=O.CCOC(C)=O
- Highest occupied orbital energy: -9.921 eV
- Largest force on an atom: 19.22 eV/A

=====

Kohn-Sham gap (eV)
9.87 10.54
Relative energy (zero: lowest compared OMol25 entry of this formula, charge and spin) (kJ/mol)
139.58 1359.84
Total energy (eV)
-54513.14810 -58596.45876